Record 1
9
Properties=species:S:1:pos:R:3 method="wB97M-V/def2-TZVPD" de_lowest_kcal_mol=78.9 homo_ha=-0.3929 energy_ev=-6717.3030 largest_force_ha_per_bohr=0.0713
C -2.35515 -1.15696 0.31119
C 1.42126 2.10555 0.36017
C 2.02892 -1.44876 -0.23300
C -1.76674 -1.15639 -0.72710
C 1.54195 0.92935 0.23346
N 1.69335 -0.34465 0.07561
H -2.67696 -0.69031 1.19495
H 1.32001 3.23548 0.35590
H -1.20663 -1.47330 -1.57118

=====

Record 2
14
Properties=species:S:1:pos:R:3 method="wB97M-V/def2-TZVPD" de_lowest_kcal_mol=63.3 homo_ha=-0.3585 energy_ev=-9844.5361 largest_force_ha_per_bohr=0.0118
C 1.29328 0.16662 1.78489
C -0.13578 0.61397 1.65580
O -0.50248 1.52275 0.94476
C -1.03990 0.28911 -1.73349
C -0.35889 -0.84700 -1.11112
N -0.05225 -0.62314 -2.41110
O -0.18190 -1.59788 -0.18830
H 1.34563 -0.92336 1.84988
H 1.71508 0.58830 2.70592
H 1.87623 0.52341 0.93233
H -0.86660 0.06621 2.28511
H -0.70223 1.31299 -1.60584
H -2.10240 0.16492 -1.94329
H -0.28778 -1.25691 -3.16555

=====

Record 3
16
Properties=species:S:1:pos:R:3 method="wB97M-V/def2-TZVPD" de_lowest_kcal_mol=0.0 homo_ha=-0.4519 energy_ev=-36552.4838 charge=+1 largest_force_ha_per_bohr=0.0588
C -0.92989 -0.45000 -1.33617
C -1.22066 -1.73036 -1.37857
C -1.13413 -1.10412 0.96827
C -0.91691 -0.04497 0.09669
C -0.35953 1.14604 0.64492
N 0.31104 2.08168 -0.06387
S -1.51173 -2.55306 0.13550
S 2.45803 -0.43527 1.53934
I 2.66565 -0.92066 -0.75250
H -0.81685 0.17390 -2.23306
H -1.21920 -2.38186 -2.24720
H -1.32379 -0.85898 2.00479
H -0.53651 1.52026 1.65175
H 3.22994 0.61988 1.52336
H 0.57718 2.02649 -1.03274
H 0.72737 2.91104 0.47950

=====

Record 4
37
Properties=species:S:1:pos:R:3 method="wB97M-V/def2-TZVPD" multiplicity=2 homo_ha="-0.3647 / -0.3647" energy_ev=-24425.0209 largest_force_ha_per_bohr=0.0489
C -2.01689 0.02755 1.42609
O -1.36214 -1.18795 1.24591
C -1.44893 1.27698 0.73767
N -2.32355 1.82785 -0.29371
H -3.05335 -0.17743 1.18521
H -1.94999 0.10069 2.53318
H -1.36953 2.02212 1.54471
H -0.44306 1.00464 0.44265
H -2.98910 1.19627 -0.72257
H -2.87332 2.50148 0.23318
H 0.17685 -2.76642 2.54775
H -0.08310 -2.21952 1.25222
O 0.61877 -2.76387 1.69942
H 1.45600 -3.25590 -1.80361
H 0.05735 -2.75987 -1.07968
O 0.89235 -2.54398 -1.52160
H 2.55098 1.19392 1.96395
H 1.16883 1.64308 1.51003
O 1.98137 1.98294 1.88502
H 2.54371 -1.24407 1.27541
H 1.27716 -0.96741 2.03774
O 2.03118 -0.51145 1.63403
H 2.47890 1.46409 -0.84357
H 1.88957 2.70432 -0.60958
O 1.61550 1.86524 -1.01896
H -0.06919 -0.74395 -1.27092
H 0.56282 0.69885 -1.30193
O -0.10380 0.08709 -1.74770
H 1.50956 -0.11537 -2.25462
H 2.23132 -1.21871 -1.50733
O 2.39867 -0.58063 -2.22197
H -1.36447 2.99072 -1.56615
H -0.06750 3.08819 -2.38878
O -0.71646 3.61592 -1.91433
H -1.90915 -3.53071 -0.60270
H -1.66755 -2.06699 0.17516
O -1.62977 -2.63771 -0.65962

=====

Record 5
41
Properties=species:S:1:pos:R:3 method="wB97M-V/def2-TZVPD" homo_ha=-0.4964 energy_ev=-43475.1129 charge=+1 largest_force_ha_per_bohr=0.0160
C 0.03008 1.81629 0.20800
C 0.79856 0.88229 1.10682
N 0.21851 -0.53399 1.23921
C 0.82278 -1.51038 0.28349
O 0.86229 -0.89355 -0.97448
C 1.54571 -1.54010 -1.97890
F 0.75790 -1.69828 -3.01347
F 1.97992 -2.74903 -1.58621
F 2.60108 -0.79230 -2.33492
C -1.28119 -0.58849 1.34723
C -2.00367 -0.90588 0.04941
O -1.89019 -0.31690 -0.97554
Cl -3.10346 -2.26249 0.22160
H 0.56660 2.76423 0.21740
H 0.00028 1.46621 -0.81635
H -0.97106 2.03299 0.57284
H 1.81474 0.75009 0.75305
H 0.86201 1.27466 2.11873
H 0.56021 -0.85346 2.14631
H 0.24534 -2.43449 0.30081
H 1.82051 -1.70385 0.65366
H -1.65380 0.34482 1.75384
H -1.52988 -1.35916 2.07108
C 5.33972 -1.76193 -0.44060
C 4.56175 -1.30029 0.69658
N 3.91096 -0.90022 1.55845
H 5.43498 -0.96478 -1.17484
H 6.32644 -2.10453 -0.13855
H 4.81014 -2.59697 -0.89809
C -4.53449 1.68257 3.85692
C -3.28893 2.11263 3.23506
N -2.31532 2.50993 2.76482
H -5.15639 2.55179 4.06014
H -5.07163 1.01124 3.18976
H -4.32243 1.17029 4.79309
C -1.15818 1.05244 -3.77842
C -1.85343 1.87444 -4.75918
N -2.40588 2.52564 -5.52897
H -0.12824 0.89437 -4.09425
H -1.16744 1.55262 -2.81252
H -1.65477 0.08936 -3.68222

=====

Record 6
56
Properties=species:S:1:pos:R:3 method="wB97M-V/def2-TZVPD" de_lowest_kcal_mol=33.9 homo_ha=-0.6366 energy_ev=-123194.2831 charge=+3 largest_force_ha_per_bohr=0.0596
W -0.39850 0.27910 0.63320
C 1.34910 3.87370 0.01350
C 1.63500 3.61410 1.47780
S 1.77030 1.85310 1.98270
C 3.45140 1.30720 1.46010
C 3.64360 1.05770 -0.01800
S 2.48770 -0.22650 -0.68020
C 2.56950 0.27020 -2.45950
C 1.39920 -0.27050 -3.25420
S -0.25390 0.07220 -2.53770
C -0.65860 1.79490 -3.04140
C 0.08760 2.92860 -2.36920
S -0.20350 3.02540 -0.53460
H 2.16670 3.56140 -0.63320
H 1.18360 4.94530 -0.12540
H 0.81470 3.98490 2.09510
H 2.54990 4.12540 1.78280
H 3.61540 0.39420 2.03650
H 4.16740 2.05480 1.80550
H 4.65370 0.67290 -0.18120
H 3.51660 1.96250 -0.61220
H 3.49710 -0.14490 -2.86180
H 2.62820 1.35740 -2.49780
H 1.44050 -1.36020 -3.31260
H 1.42490 0.12590 -4.27060
H -1.72980 1.86720 -2.84480
H -0.50620 1.84850 -4.12070
H -0.28840 3.87230 -2.77480
H 1.16010 2.88050 -2.54550
N 1.47620 -3.69340 1.50150
C 0.68460 -2.70250 1.15020
S 0.83050 -1.18150 2.13220
N -0.14670 -2.76030 0.16650
N -0.97410 -1.68870 -0.06240
C -2.17620 -2.02220 -0.48950
C -3.25020 -1.12520 -0.74680
C -4.51650 -1.62050 -1.11490
C -5.58020 -0.76260 -1.31020
C -5.41600 0.61160 -1.16340
C -4.17980 1.13910 -0.81030
C -3.10950 0.28490 -0.59050
O -1.89240 0.73820 -0.22440
H 2.01680 -3.63430 2.35440
H 1.45120 -4.57770 1.00990
H -2.36300 -3.08460 -0.64500
H -4.66220 -2.68370 -1.23090
H -6.54920 -1.16290 -1.56590
H -6.25530 1.27570 -1.30930
H -4.04210 2.20440 -0.69300
Cl -3.17910 3.19250 3.15650
C -3.13820 1.44080 3.38700
Cl -2.56000 0.99370 5.03000
Cl -4.70890 0.69690 3.03240
C -2.07160 0.84380 2.52140
O -2.10360 -0.33520 2.11580
O -1.06150 1.53910 2.13870

=====

Record 7
16
Properties=species:S:1:pos:R:3 method="wB97M-V/def2-TZVPD" de_lowest_kcal_mol=46.0 homo_ha=-0.3533 energy_ev=-9878.0662 largest_force_ha_per_bohr=0.0107
C -1.55117 -0.49483 -0.37533
C -0.39407 -1.24605 0.23280
O 0.93813 1.61079 -1.79599
C 0.26435 -0.76758 1.46805
N 0.94381 -0.65237 0.18288
C 1.12550 1.82956 -0.48561
O 0.27323 2.25507 0.25657
H -2.47309 -0.82520 0.11476
H -1.64857 -0.68664 -1.45027
H -1.44742 0.58290 -0.21386
H -0.42706 -2.32572 0.09280
H -0.00794 1.76326 -1.95791
H -0.04231 0.18852 1.88853
H 0.62632 -1.49473 2.19034
H 1.65496 -1.36618 0.06537
H 2.16534 1.62920 -0.21315

=====

Record 8
16
Properties=species:S:1:pos:R:3 method="wB97M-V/def2-TZVPD" de_lowest_kcal_mol=87.7 homo_ha=-0.4993 energy_ev=-17635.6560 charge=+1 largest_force_ha_per_bohr=0.0696
C -0.32093 -2.03088 -0.26010
C 0.96919 2.00796 -0.06235
C -1.87485 -0.17863 0.64774
N -1.03810 -0.69229 -0.41650
O 1.07348 0.82822 -0.81404
S -3.06260 0.78822 0.19519
H 0.07516 -2.00744 0.75301
H -0.88579 -2.96168 -0.38390
H 0.48744 -2.04525 -1.03881
H 0.24506 2.66675 -0.53463
H 2.03224 2.41068 -0.09257
H 0.86429 1.79046 0.96154
H -1.44230 -0.56088 -1.29585
H -0.14210 -0.09986 -0.39512
H 1.83440 0.31186 -0.56145
H -3.36023 1.07978 1.49369

=====

Repeat the first record exactly.
9
Properties=species:S:1:pos:R:3 method="wB97M-V/def2-TZVPD" de_lowest_kcal_mol=78.9 homo_ha=-0.3929 energy_ev=-6717.3030 largest_force_ha_per_bohr=0.0713
C -2.35515 -1.15696 0.31119
C 1.42126 2.10555 0.36017
C 2.02892 -1.44876 -0.23300
C -1.76674 -1.15639 -0.72710
C 1.54195 0.92935 0.23346
N 1.69335 -0.34465 0.07561
H -2.67696 -0.69031 1.19495
H 1.32001 3.23548 0.35590
H -1.20663 -1.47330 -1.57118